1.
Formula: C3H11CsN2O3
Source: OMol25
Level of theory: ωB97M-V with the def2-TZVPD basis set

Relative energy (zero: lowest compared OMol25 entry of this formula, charge and spin) in kcal per mole: 0.0
HOMO in eV: -8.66
LUMO in eV: -0.42
HOMO-LUMO gap in eV: 8.2
Molecular weight in u: 256.037
Energy in Ha: -476.29661
Maximum force in eV/Å: 3.19

Each line ends with the Löwdin charge.
Positions of all 20 atoms, in Å:
Cs  1.4143  -1.7567  0.3269  1.134
O  -0.6362  0.3154  0.4937  -0.535
H  -1.5018  0.7090  0.6228  -0.059
C  0.8212  -0.5587  3.9982  -0.707
O  1.1756  -1.3371  4.8807  0.009
N  0.0836  -0.9138  2.9129  0.024
N  1.5233  0.5570  3.7428  0.149
H  -0.1905  -0.2488  2.1856  -0.005
H  -0.4118  -1.7795  3.0713  0.100
H  2.3323  0.7743  4.2958  0.107
H  1.2305  1.1809  3.0085  0.100
C  -0.6113  0.1143  -4.2957  -0.090
C  -0.7905  0.5976  -2.8792  -0.345
O  -0.1055  -0.2248  -1.9484  -0.236
H  -1.1877  0.7916  -4.9339  0.071
H  -0.9874  -0.8736  -4.5567  0.071
H  0.4194  0.2337  -4.6308  0.071
H  -1.8309  0.7242  -2.5558  0.109
H  -0.4742  1.6368  -2.7280  0.109
H  -0.2723  0.0582  -1.0108  -0.077

***

2.
Formula: C3H11N2
Source: OMol25
Level of theory: ωB97M-V with the def2-TZVPD basis set

Relative energy (zero: lowest compared OMol25 entry of this formula, charge and spin) in kcal per mole: 21.5
HOMO (alpha / beta) in eV: -5.44 / -9.32
LUMO (alpha / beta) in eV: 0.96 / 0.85
HOMO-LUMO gap (alpha / beta) in eV: 6.4 / 10.2
Molecular weight in u: 75.135
Expectation value of S²: 0.7534
Energy in Ha: -230.29879
Multiplicity: 2
Maximum force in eV/Å: 4.56

Each line ends with the Löwdin charge.
Positions of all 16 atoms, in Å:
C  1.1993  3.2180  -1.5835  -0.174
C  0.8345  3.0046  -0.0970  -0.176
H  0.4369  2.7269  -2.2065  0.061
H  2.1874  2.9085  -1.8854  0.052
H  1.0357  4.2908  -1.7683  0.060
H  0.5429  1.9440  0.0135  0.059
H  1.5905  3.3978  0.5898  0.060
H  -0.0434  3.5997  0.1696  0.055
N  -1.2704  -1.8726  0.7620  0.031
C  -1.3191  -3.2432  0.6221  -0.378
N  -0.6681  -4.3448  1.1643  -0.015
H  -1.6837  -1.1553  0.2032  0.073
H  -0.7188  -1.7494  1.6028  0.077
H  -1.7302  -3.6651  -0.2943  0.082
H  0.1089  -4.5861  0.5534  0.068
H  -0.5025  -4.4736  2.1543  0.064

***

3.
Formula: C3H11N2
Source: OMol25
Level of theory: ωB97M-V with the def2-TZVPD basis set

Relative energy (zero: lowest compared OMol25 entry of this formula, charge and spin) in kcal per mole: 39.7
HOMO (alpha / beta) in eV: -3.70 / -8.10
LUMO (alpha / beta) in eV: 0.43 / 0.41
HOMO-LUMO gap (alpha / beta) in eV: 4.1 / 8.5
Molecular weight in u: 75.135
Expectation value of S²: 0.7537
Energy in Ha: -230.26981
Multiplicity: 2
Maximum force in eV/Å: 2.30

Each line ends with the Löwdin charge.
Positions of all 16 atoms, in Å:
C  0.3709  0.7781  2.7128  -0.293
N  -0.0726  -0.1641  1.8159  -0.203
H  1.1887  1.4310  2.4222  -0.028
H  -0.1820  1.0254  3.6134  -0.016
H  -0.8850  -0.6350  2.1962  -0.010
H  0.1544  0.0680  0.2821  0.049
C  1.0851  -0.6877  -1.4247  -0.050
N  0.0801  0.1936  -0.8177  -0.125
C  -1.3162  -0.0717  -1.1921  -0.043
H  1.0727  -1.7065  -1.0517  0.097
H  1.0185  -0.6719  -2.5132  0.088
H  2.0649  -0.2733  -1.1895  0.096
H  0.3530  1.1607  -0.9644  0.158
H  -1.9586  0.6957  -0.7770  0.095
H  -1.5782  -1.0629  -0.8323  0.098
H  -1.3958  -0.0796  -2.2799  0.087

***

4.
Formula: C3H11N2
Source: OMol25
Level of theory: ωB97M-V with the def2-TZVPD basis set

Relative energy (zero: lowest compared OMol25 entry of this formula, charge and spin) in kcal per mole: 70.2
HOMO in eV: -12.04
LUMO in eV: -3.64
HOMO-LUMO gap in eV: 8.4
Molecular weight in u: 75.135
Energy in Ha: -230.07045
Charge: +1
Maximum force in eV/Å: 7.57

Each line ends with the Löwdin charge.
Positions of all 16 atoms, in Å:
C  0.3370  -1.9892  0.4356  0.014
N  1.3733  -0.7657  0.1456  0.128
H  1.0378  -2.8388  0.3713  0.088
H  -0.5231  -2.0152  -0.3164  0.113
H  0.0940  -1.9696  1.4851  0.086
H  0.7501  0.0611  0.0870  0.065
H  2.0264  -1.0789  0.8736  0.150
H  1.9578  -0.8246  -0.7807  0.205
C  -1.7653  0.6936  0.0595  -0.012
C  -0.7883  1.7458  0.0294  -0.330
N  0.2546  1.8702  -0.7417  0.017
H  -2.1094  0.1956  -0.8417  0.041
H  -2.3522  0.5012  0.9713  0.053
H  -0.9771  2.4166  0.7830  0.083
H  0.1039  1.1515  -1.5017  0.130
H  0.5805  2.8463  -1.0593  0.169